Entry 1:
# C25H23BaN3O3Sb

A structure of composition C25H23BaN3O3Sb in a non-equilibrium geometry (wB97M-V/def2-TZVPD, OMol25).

Geometry (Å):
Ba  -0.596  -0.099  0.100
C  -4.275  -0.545  -0.353
C  -3.977  -0.463  1.117
C  -4.999  -0.558  2.057
C  -4.693  -0.466  3.402
C  -3.367  -0.292  3.770
C  -2.397  -0.220  2.780
N  -2.698  -0.301  1.481
Sb  -0.373  -0.050  3.560
C  0.499  -1.760  2.521
C  1.268  -2.592  3.320
C  1.797  -3.748  2.763
C  1.545  -4.024  1.432
C  0.760  -3.147  0.690
C  0.478  -3.385  -0.763
N  0.235  -2.048  1.246
C  0.309  1.743  2.519
C  0.916  2.696  3.321
C  1.342  3.885  2.741
C  1.151  4.072  1.385
C  0.521  3.078  0.642
C  0.321  3.206  -0.837
N  0.099  1.946  1.218
H  -5.341  -0.667  -0.524
H  -3.945  0.362  -0.863
H  -3.754  -1.391  -0.806
H  -6.020  -0.700  1.733
H  -5.468  -0.534  4.154
H  -3.083  -0.218  4.812
H  1.446  -2.343  4.359
H  2.393  -4.423  3.362
H  1.948  -4.912  0.964
H  0.843  -4.357  -1.080
H  -0.592  -3.319  -0.968
H  0.975  -2.615  -1.353
H  1.053  2.517  4.380
H  1.817  4.650  3.341
H  1.485  4.978  0.898
H  0.485  4.226  -1.174
H  1.033  2.554  -1.348
H  -0.678  2.887  -1.134
O  0.205  1.753  -3.990
C  1.357  1.051  -4.172
C  2.146  1.226  -5.302
C  3.341  0.539  -5.433
C  3.778  -0.310  -4.428
C  3.001  -0.477  -3.295
C  1.780  0.174  -3.166
C  0.937  -0.079  -1.953
O  -0.313  -0.220  -2.093
O  1.500  -0.160  -0.829
H  0.003  2.250  -4.789
H  1.819  1.912  -6.076
H  3.936  0.673  -6.327
H  4.722  -0.828  -4.522
H  3.322  -1.124  -2.488

* E_tot: -44137.9957 eV
* M: 672.57 g mol⁻¹
* ΔE to the lowest compared entry with this formula, charge and spin: 156.6 kJ/mol
* HOMO energy: -0.3940 Eh
* charge: +1


Entry 2:
# C25H23Br42F3N2O

A structure of composition C25H23Br42F3N2O in a non-equilibrium geometry (wB97M-V/def2-TZVPD, OMol25).

Geometry (Å):
O  0.326  -2.162  3.295
C  0.380  -3.163  2.287
C  -0.720  -2.884  1.259
C  -0.332  -1.597  0.533
C  -0.960  -0.342  0.837
C  -0.567  0.787  0.204
C  0.478  0.793  -0.778
N  0.821  1.980  -1.304
C  1.806  1.840  -2.202
C  2.410  0.626  -2.539
N  2.107  -0.565  -2.028
C  1.075  -0.434  -1.106
C  0.639  -1.608  -0.412
C  0.266  -4.543  2.957
F  0.710  -4.470  4.229
F  1.038  -5.463  2.361
F  -0.988  -5.000  3.031
H  1.045  -1.565  3.070
H  1.341  -3.100  1.768
H  -1.690  -2.688  1.718
H  -0.804  -3.653  0.486
H  -1.749  -0.305  1.579
H  -1.037  1.740  0.427
H  2.170  2.735  -2.696
H  3.216  0.657  -3.287
H  1.120  -2.550  -0.664
C  0.226  -3.593  7.682
Br  0.801  -3.775  9.513
Br  -1.689  -3.466  7.543
Br  1.103  -2.123  6.804
H  0.522  -4.496  7.166
C  -0.570  -2.248  -4.657
Br  0.072  -1.712  -6.399
Br  -0.643  -4.173  -4.503
Br  0.512  -1.460  -3.189
H  -1.586  -1.886  -4.556
C  5.537  -0.038  -5.634
Br  5.273  0.050  -7.535
Br  4.615  1.380  -4.715
Br  5.057  -1.760  -4.923
H  6.594  0.103  -5.452
C  -1.927  2.442  -4.527
Br  -1.793  1.207  -5.982
Br  -0.302  2.507  -3.461
Br  -2.458  4.199  -5.128
H  -2.713  2.083  -3.876
C  4.634  -0.142  8.166
Br  6.023  1.071  8.720
Br  4.099  0.176  6.344
Br  5.131  -1.979  8.450
H  3.772  0.054  8.788
C  -5.322  3.621  -8.584
Br  -5.066  5.402  -7.896
Br  -3.651  2.801  -9.071
Br  -6.326  2.523  -7.361
H  -5.908  3.709  -9.487
C  -4.712  1.304  2.789
Br  -3.300  2.510  3.298
Br  -5.240  1.561  0.957
Br  -4.236  -0.529  3.143
H  -5.569  1.535  3.405
C  -0.124  -7.981  -2.934
Br  -0.355  -9.737  -2.181
Br  -0.928  -7.842  -4.680
Br  -0.755  -6.606  -1.742
H  0.938  -7.827  -3.062
C  -4.987  9.061  -5.749
Br  -3.396  8.291  -6.514
Br  -4.789  9.375  -3.858
Br  -5.527  10.654  -6.684
H  -5.781  8.337  -5.870
C  8.916  -2.516  -7.106
Br  7.692  -3.291  -8.372
Br  8.863  -0.588  -7.152
Br  8.637  -3.196  -5.327
H  9.912  -2.810  -7.402
C  -5.585  -1.478  8.347
Br  -5.044  -0.945  6.573
Br  -5.803  -3.390  8.483
Br  -4.392  -0.796  9.699
H  -6.554  -1.036  8.528
C  -2.921  -0.820  14.016
Br  -3.402  -2.216  15.251
Br  -1.894  -1.501  12.534
Br  -4.465  0.175  13.429
H  -2.285  -0.129  14.550
C  7.940  3.562  -3.010
Br  6.597  3.097  -1.710
Br  9.631  3.954  -2.181
Br  8.113  2.207  -4.370
H  7.609  4.464  -3.502
C  -3.875  5.995  -1.413
Br  -2.271  6.578  -2.304
Br  -4.356  4.188  -1.889
Br  -3.748  6.210  0.497
H  -4.677  6.635  -1.753

* E_tot: -2981255.4299 eV
* M: 3780.43 g mol⁻¹
* HOMO energy: -0.3233 Eh


Entry 3:
# C25H23BrIMoN7O2S2

A structure of composition C25H23BrIMoN7O2S2 (wB97M-V/def2-TZVPD, OMol25).

Geometry (Å):
Mo  0.559  -0.647  0.562
N  4.944  -0.588  0.466
C  3.659  -0.419  0.739
S  2.528  0.011  -0.507
N  3.214  -0.505  1.973
N  1.894  -0.222  2.073
C  1.569  0.222  3.293
C  0.349  0.762  3.686
C  0.155  1.222  5.016
C  -0.992  1.898  5.333
C  -1.964  2.165  4.344
C  -1.810  1.752  3.032
C  -0.660  1.037  2.722
O  -0.419  0.635  1.474
H  5.317  -0.460  -0.465
H  5.608  -0.628  1.231
H  2.398  0.202  3.997
H  0.920  1.046  5.761
H  -1.156  2.253  6.342
H  -2.851  2.723  4.619
H  -2.545  1.984  2.274
N  2.782  -4.325  0.141
C  1.760  -3.549  -0.100
O  1.646  -2.436  0.496
C  0.730  -4.039  -1.086
I  -0.820  -2.629  -1.305
H  3.503  -4.045  0.796
H  2.886  -5.227  -0.311
H  0.290  -4.975  -0.740
H  1.174  -4.194  -2.070
Br  -2.552  -4.509  5.215
C  -1.679  -3.470  3.974
C  -0.282  -3.488  3.872
C  0.338  -2.702  2.933
N  -0.346  -1.894  2.086
C  -1.696  -1.867  2.202
C  -2.389  -2.632  3.107
H  0.315  -4.109  4.526
H  1.415  -2.701  2.845
H  -2.240  -1.213  1.533
H  -3.469  -2.576  3.142
S  -2.779  2.295  -4.353
C  -1.750  1.643  -3.179
C  -0.339  1.629  -3.203
C  0.368  1.053  -2.191
N  -0.200  0.469  -1.091
C  -1.578  0.496  -1.061
C  -2.351  1.034  -2.038
C  -1.700  3.177  -5.454
C  -1.586  2.742  -6.763
C  -0.814  3.519  -7.629
N  -0.211  4.630  -7.243
C  -0.347  5.050  -5.994
C  -1.096  4.358  -5.047
H  0.205  2.072  -4.027
H  1.444  1.063  -2.266
H  -2.070  0.080  -0.193
H  -3.428  1.018  -1.923
H  -2.076  1.843  -7.115
H  -0.689  3.228  -8.663
H  0.142  5.981  -5.739
H  -1.226  4.755  -4.047

* E_tot: -142452.8992 eV
* M: 820.39 g mol⁻¹
* ΔE to the lowest compared entry with this formula, charge and spin: 41.0 kJ/mol
* HOMO energy (alpha / beta): -0.6425 / -0.6425 Eh
* charge: +4


Entry 4:
# C25H23DyN7O7

A structure of composition C25H23DyN7O7 in a non-equilibrium geometry (wB97M-V/def2-TZVPD, OMol25).

Geometry (Å):
Dy  4.851  -16.302  10.937
C  4.095  -15.198  7.735
O  3.734  -16.275  8.706
C  2.598  -16.993  8.525
C  1.928  -16.900  7.323
C  0.798  -17.711  7.190
C  0.382  -18.522  8.250
C  1.151  -18.793  9.338
C  2.179  -17.826  9.603
N  2.749  -17.627  10.831
N  2.125  -18.423  11.733
C  2.529  -18.554  12.997
C  3.806  -18.163  13.450
O  4.745  -17.692  12.686
C  3.994  -18.396  14.834
C  3.185  -19.151  15.584
C  1.962  -19.634  15.119
C  1.025  -20.296  15.915
C  -0.271  -20.492  15.455
C  -0.610  -20.211  14.146
C  0.286  -19.589  13.287
C  1.578  -19.302  13.778
H  4.253  -15.616  6.743
H  5.054  -14.785  8.095
H  3.327  -14.426  7.851
H  2.345  -16.201  6.575
H  0.185  -17.664  6.282
H  -0.606  -19.021  8.092
H  0.972  -19.512  10.124
H  4.938  -18.097  15.307
H  3.521  -19.274  16.658
H  1.468  -20.544  16.910
H  -0.984  -20.991  16.118
H  -1.615  -20.500  13.807
H  -0.001  -19.185  12.327
N  6.259  -15.040  13.017
N  7.676  -15.291  13.021
C  8.130  -15.910  11.924
N  9.399  -15.810  11.565
N  7.198  -16.461  11.195
N  7.366  -17.048  10.062
O  8.423  -17.325  9.452
O  6.205  -17.386  9.457
H  6.136  -14.018  13.036
H  5.929  -15.367  13.934
H  8.279  -14.989  13.760
H  10.116  -15.867  12.268
H  9.578  -16.492  10.794
O  1.622  -13.065  12.486
C  2.532  -12.104  12.308
C  2.294  -10.786  12.684
C  3.157  -9.712  12.303
C  4.297  -9.970  11.599
C  4.605  -11.298  11.258
C  3.732  -12.365  11.580
C  4.032  -13.750  11.239
O  4.846  -14.091  10.316
O  3.397  -14.657  11.877
H  2.232  -13.926  12.422
H  1.436  -10.613  13.338
H  2.938  -8.701  12.680
H  4.890  -9.141  11.166
H  5.601  -11.540  10.893

* E_tot: -75136.5212 eV
* 2S+1: 6
* M: 696.00 g mol⁻¹
* HOMO energy (alpha / beta): -0.3525 / -0.3529 Eh
* charge: +1